{"formula": "C29H18Cl5INO3PPd", "method": "ωB97M-V with the def2-TZVPD basis set", "gap_ev": 5.2, "multiplicity": 1, "e_homo_ha": -0.04827, "de_lowest_kcal_mol": 0.00, "charge": -2, "largest_force_ev_per_a": 0.535, "lumo_ev": 3.9, "elements": ["O", "C", "H", "C", "C", "C", "C", "Cl", "Cl", "H", "Pd", "H", "O", "C", "C", "C", "C", "C", "H", "C", "H", "C", "H", "C", "C", "C", "H", "Cl", "C", "O", "H", "C", "H", "C", "H", "C", "C", "H", "C", "H", "C", "C", "C", "P", "H", "I", "H", "H", "C", "C", "C", "H", "N", "C", "C", "H", "Cl", "Cl", "H"], "coordinates": [[0.344, 3.067, 0.429], [-0.553, 3.400, -1.760], [0.007, 0.757, -3.616], [-2.373, -3.682, -0.666], [2.751, -1.461, 1.291], [3.660, -3.565, 2.024], [-1.376, 3.811, -3.996], [3.304, -3.014, -5.027], [4.840, -0.671, -4.333], [-2.155, -1.972, 2.782], [0.438, 0.571, -0.575], [2.208, -5.086, 2.481], [2.238, -0.050, -3.229], [-0.354, -0.162, 2.664], [-3.264, -4.039, 0.340], [-1.310, -2.090, 0.813], [-0.287, 3.795, -0.357], [-1.417, -2.706, -0.435], [4.519, -4.186, 2.246], [-1.630, 5.545, -2.220], [0.503, -1.730, 3.857], [-0.318, -0.178, 5.083], [-2.435, -4.152, -1.640], [-1.292, 1.683, 3.919], [-0.010, -0.776, 3.867], [2.371, -4.066, 2.154], [-1.064, 2.181, -5.344], [-2.426, 6.656, -3.337], [-3.187, -3.413, 1.575], [0.951, -1.017, -4.822], [-0.747, -2.385, -1.228], [1.444, -1.935, 1.421], [-1.193, 1.521, 6.060], [-1.449, 5.930, -0.922], [-1.158, 1.604, 1.771], [-0.966, 1.049, 5.111], [1.993, -0.689, -4.246], [-0.041, -0.668, 6.010], [-0.335, 1.753, -3.366], [-1.754, 2.662, 3.929], [3.306, -1.223, -5.041], [-1.196, 4.272, -2.672], [3.845, -2.262, 1.592], [0.021, -0.813, 0.975], [-4.022, -4.791, 0.155], [-0.546, 5.691, 1.961], [-1.799, 6.901, -0.597], [4.840, -1.856, 1.468], [1.289, -3.252, 1.854], [-2.211, -2.450, 1.811], [-0.979, 1.086, 2.706], [-3.887, -3.675, 2.361], [-0.150, 2.159, -2.129], [-0.944, 2.563, -4.339], [-0.807, 5.077, -0.026], [-1.854, 4.456, -4.721], [3.080, 0.151, 0.730], [3.254, -0.675, -6.744], [0.285, -3.650, 1.951]], "forces_ev_per_angstrom": [[-0.01, -0.09, 0.07], [-0.03, 0.04, 0.04], [0.01, 0.01, 0.01], [0.00, 0.00, -0.01], [0.05, -0.02, -0.01], [-0.10, -0.02, 0.00], [0.02, 0.01, 0.04], [0.00, 0.02, -0.02], [-0.04, -0.01, -0.01], [-0.01, -0.01, 0.01], [-0.46, 0.27, 0.06], [0.00, -0.01, 0.00], [0.06, -0.02, 0.07], [0.09, 0.25, -0.03], [0.01, 0.02, 0.03], [0.08, -0.02, 0.08], [0.01, 0.21, -0.14], [0.02, 0.01, -0.02], [0.01, 0.00, 0.00], [-0.04, 0.06, -0.08], [0.02, -0.01, 0.02], [0.01, -0.03, -0.04], [0.01, 0.00, -0.01], [0.02, -0.01, 0.04], [-0.09, -0.04, 0.00], [0.06, 0.07, -0.02], [0.01, -0.02, 0.01], [0.03, -0.06, 0.05], [0.00, -0.01, -0.04], [-0.06, -0.02, 0.00], [-0.01, -0.01, 0.00], [-0.14, 0.12, -0.04], [0.00, 0.00, -0.01], [0.05, -0.10, -0.01], [0.00, 0.02, 0.00], [-0.01, 0.02, 0.00], [0.08, 0.00, -0.13], [0.00, -0.01, 0.00], [0.00, -0.11, -0.12], [-0.01, 0.00, -0.02], [0.03, -0.02, 0.02], [-0.03, 0.00, -0.07], [0.08, 0.02, -0.02], [0.10, -0.28, -0.15], [-0.01, 0.00, 0.00], [-0.01, -0.01, -0.05], [0.00, 0.00, 0.02], [-0.01, 0.00, 0.00], [-0.04, -0.09, 0.00], [0.00, -0.01, 0.01], [0.06, -0.03, -0.04], [0.00, 0.01, 0.01], [0.01, 0.00, 0.16], [0.01, 0.00, 0.00], [-0.01, -0.02, 0.11], [-0.01, 0.01, 0.01], [0.18, -0.10, 0.17], [0.01, -0.02, 0.03], [0.01, 0.00, 0.00]]}

=====

{"formula": "C29H18Cl5INO3PPd", "method": "ωB97M-V with the def2-TZVPD basis set", "gap_ev": 5.1, "multiplicity": 1, "e_homo_ha": -0.04088, "de_lowest_kcal_mol": 14.24, "charge": -2, "largest_force_ev_per_a": 1.458, "lumo_ev": 4.0, "elements": ["H", "C", "C", "H", "H", "C", "C", "C", "H", "H", "Pd", "C", "C", "C", "C", "C", "H", "C", "H", "C", "C", "Cl", "H", "I", "Cl", "C", "H", "H", "H", "O", "C", "Cl", "C", "C", "H", "H", "C", "O", "C", "C", "H", "N", "C", "H", "C", "C", "C", "O", "C", "H", "H", "H", "C", "C", "Cl", "C", "P", "Cl", "C"], "coordinates": [[-1.280, -0.572, 5.874], [-1.194, -0.254, 3.758], [-1.495, -0.933, -3.746], [-4.815, -2.849, 1.827], [-2.453, -2.294, 1.355], [5.266, -1.118, -3.419], [-3.201, -1.511, 1.400], [-5.485, -0.813, 1.673], [-3.494, 1.833, 0.972], [3.403, -4.822, -1.400], [0.420, -0.654, -0.665], [-0.910, 4.240, 1.287], [-5.108, 0.496, 1.418], [-0.985, 1.926, 0.600], [-0.767, 3.684, -1.044], [4.339, -1.787, -2.597], [1.750, -3.363, -0.248], [-3.777, 0.808, 1.176], [-0.923, 4.986, 2.074], [2.486, -2.936, -0.918], [-0.789, 4.638, -0.036], [6.499, -2.028, -4.282], [2.564, 0.418, 4.260], [4.283, 3.087, -3.043], [1.965, 0.657, 1.520], [1.505, 0.232, 4.136], [-0.692, 5.690, -0.282], [-1.090, 2.584, 2.641], [-5.852, 1.285, 1.408], [2.370, 1.135, -1.544], [0.702, -0.068, 5.226], [0.137, -0.484, -3.230], [4.342, -3.184, -2.398], [3.344, -1.029, -1.905], [-6.522, -1.052, 1.880], [5.088, -3.789, -2.896], [5.251, 0.250, -3.550], [-1.654, -2.618, -2.008], [-0.420, 0.083, 2.643], [3.414, -3.753, -1.572], [5.989, 0.740, -4.169], [2.456, -1.627, -1.066], [-0.647, -0.325, 5.029], [-0.841, 1.587, -1.502], [3.259, 0.438, -2.066], [-1.009, 2.892, 1.604], [-2.805, -0.189, 1.191], [-3.581, -1.762, -2.850], [0.952, 0.305, 2.867], [-0.650, 3.981, -2.079], [1.128, -0.092, 6.222], [-2.248, -0.455, 3.620], [4.291, 0.983, -2.881], [-0.869, 2.339, -0.727], [-2.375, 0.565, -4.145], [-2.370, -1.888, -2.687], [-1.018, 0.099, 0.901], [-1.357, -1.892, -5.256], [-4.528, -1.820, 1.650]], "forces_ev_per_angstrom": [[-0.01, 0.00, -0.02], [0.04, 0.13, -0.18], [-0.50, -0.24, 0.19], [-0.01, 0.01, -0.05], [-0.01, -0.02, -0.06], [0.20, 0.16, -0.15], [-0.01, 0.04, -0.04], [-0.02, 0.00, 0.01], [0.01, 0.00, 0.03], [-0.04, 0.00, -0.03], [-0.99, -0.02, 1.07], [-0.04, 0.07, 0.08], [-0.04, 0.02, 0.02], [-0.06, 0.02, 0.05], [-0.05, 0.02, 0.00], [-0.24, 0.09, 0.23], [-0.04, 0.05, -0.01], [0.01, -0.02, 0.03], [0.01, -0.03, 0.02], [-0.05, 0.18, 0.12], [0.04, 0.04, -0.06], [0.06, -0.06, -0.03], [0.00, 0.01, -0.02], [0.03, -0.29, -0.04], [0.44, 0.39, 0.34], [0.05, 0.05, 0.02], [-0.01, 0.00, 0.01], [0.00, 0.03, 0.00], [0.00, -0.02, -0.01], [-0.05, -0.23, 0.17], [-0.05, -0.01, -0.03], [-0.06, -0.08, -0.15], [-0.04, -0.05, 0.04], [0.27, -0.31, -0.02], [0.00, -0.01, -0.05], [-0.02, 0.00, -0.03], [0.02, -0.31, 0.05], [-0.01, 0.01, 0.05], [0.26, -0.13, 0.23], [0.18, -0.08, -0.03], [0.00, 0.01, -0.01], [0.09, 0.07, -0.47], [0.02, 0.01, 0.16], [0.07, -0.02, -0.09], [-0.08, 0.18, -0.04], [-0.01, -0.06, -0.01], [-0.02, -0.06, -0.02], [-0.05, 0.08, 0.12], [-0.34, -0.10, -0.05], [-0.01, 0.00, 0.00], [0.02, -0.06, -0.01], [-0.03, 0.02, 0.02], [-0.08, 0.51, 0.07], [-0.06, 0.02, 0.13], [-0.03, 0.15, 0.03], [0.41, 0.05, -0.47], [0.78, -0.05, -1.07], [0.06, -0.10, -0.14], [0.00, -0.05, 0.11]]}